DFT (wB97M-V/def2-TZVPD) results for the ion C11H21N2 with charge +1.

The geometry in ORCA input format:
```
! RIJCOSX wB97M-V def2-TZVPD def2/J DEFGRID3
* xyz 1 1
C 0.342 1.752 0.408
N -0.709 0.826 0.864
C -1.588 0.282 -0.182
C -0.602 0.194 2.096
H -0.011 2.288 -0.471
H 0.485 2.499 1.200
H 1.298 1.230 0.193
H -1.678 1.008 -0.988
H -1.229 -0.693 -0.576
H -2.594 0.178 0.245
H -0.806 -0.926 1.926
H 0.308 0.503 2.628
C 1.394 -0.468 7.136
C -0.142 -0.333 7.207
C -0.715 0.131 5.920
C -0.889 1.505 5.557
C -0.806 2.691 6.438
N -1.404 1.545 4.306
C -1.512 0.229 3.710
C -1.092 -0.667 4.828
C -1.126 -2.131 4.876
H 1.835 -0.843 8.067
H 1.692 -1.141 6.325
H 1.850 0.496 6.893
H -0.571 -1.320 7.418
H -0.402 0.325 8.056
H -0.407 2.403 7.408
H -0.205 3.556 6.079
H -1.829 3.048 6.649
H -1.489 2.430 3.732
H -2.555 0.057 3.218
H -1.641 -2.480 3.973
H -0.138 -2.620 4.880
H -1.689 -2.457 5.770
*
```

orbital gap: 7.47 eV
ΔE to the lowest compared entry with this formula, charge and spin: 19.0 kcal per mole
SMILES: CCC1=C(C)[C@H](CN(C)C)[NH+]=C1C
HOMO level: -0.4277 Ha
lowest unoccupied orbital energy: -4.168 eV

DFT (wB97M-V/def2-TZVPD) results for a cluster of 2 separate species, C2H6O4Si in total.

The geometry in ORCA input format:
```
! RIJCOSX wB97M-V def2-TZVPD def2/J DEFGRID3
* xyz 0 1
C -1.238 0.063 -0.220
C -2.740 0.279 -0.039
O -0.497 1.113 -0.034
O 2.333 1.292 -0.192
O 2.469 -1.509 -0.118
O -0.769 -1.052 -0.154
Si 3.100 -0.026 0.070
H -2.945 0.516 0.965
H -3.217 -0.631 -0.295
H -3.061 0.932 -0.772
H 0.451 1.074 -0.004
H 1.672 -1.863 0.164
H 4.444 -0.187 0.627
*
```

orbital gap: 10.14 eV
ΔE to the lowest compared entry with this formula, charge and spin: 60.3 kcal per mole
SMILES: O=[SiH]O.CC(=O)O
HOMO level: -0.3719 Ha
lowest unoccupied orbital energy: 0.023 eV

DFT (wB97M-V/def2-TZVPD) results for a structure of composition C10H16N2PV.

The geometry in ORCA input format:
```
! RIJCOSX wB97M-V def2-TZVPD def2/J DEFGRID3
* xyz 1 2
C 1.085 -0.259 -1.825
C 0.567 0.405 -3.083
C -0.500 -0.335 -3.607
C -0.709 -1.462 -2.775
C 0.241 -1.528 -1.775
V -0.763 0.100 -1.218
P -0.776 2.575 -0.647
H 1.891 0.336 -1.335
H 1.086 1.305 -3.451
H -1.119 -0.052 -4.456
H 0.152 -2.323 -1.043
H -1.542 -2.131 -2.904
H -1.745 3.215 0.138
H -0.923 3.291 -1.882
H 0.298 3.173 0.074
C 2.267 -0.415 3.285
C 1.138 -0.333 2.368
C -0.224 -0.606 2.552
C -0.848 -0.501 1.337
N 0.097 -0.090 0.434
N 1.309 -0.058 1.069
C -2.285 -0.591 1.064
H 2.079 0.212 4.153
H 2.462 -1.438 3.616
H 3.177 -0.047 2.812
H -0.690 -0.838 3.480
H 2.161 0.247 0.588
H -2.571 -1.662 1.133
H -2.797 0.003 1.850
H -2.519 -0.192 0.047
*
```

orbital gap (spin up / spin down): 7.40 / 7.04 eV
HOMO level (spin up / spin down): -0.3959 / -0.3779 Ha
lowest unoccupied orbital energy (spin up / spin down): -3.373 / -3.242 eV

DFT (wB97M-V/def2-TZVPD) results for a structure of composition C9H14B11Br6OPdS4.

The geometry in ORCA input format:
```
! RIJCOSX wB97M-V def2-TZVPD def2/J DEFGRID3
* xyz -1 1
Pd 8.746 9.882 8.028
Br 11.054 8.684 8.988
B 12.496 7.808 7.882
B 13.518 6.578 8.596
C 14.103 5.603 7.412
B 12.332 6.146 7.480
B 13.223 5.912 5.840
B 15.025 6.120 6.036
B 15.259 6.710 7.801
B 14.299 8.369 8.038
Br 14.721 9.468 9.476
B 15.135 7.895 6.530
Br 16.845 8.627 6.243
B 13.871 7.368 5.268
Br 14.197 7.831 3.485
B 12.409 7.628 6.045
Br 10.685 7.996 5.120
B 13.639 8.622 6.516
Br 13.390 10.675 5.929
H 13.516 6.287 9.756
H 14.369 4.360 7.404
H 11.613 5.341 7.944
H 12.603 5.081 5.277
H 15.785 5.463 5.415
H 16.118 6.764 8.626
S 7.078 10.928 6.670
S 5.803 9.447 6.087
S 5.561 8.428 7.889
S 7.453 8.212 8.583
C 10.840 13.571 6.868
C 9.927 12.630 7.611
O 10.236 11.399 7.550
C 8.805 13.149 8.370
C 8.001 14.149 7.840
C 6.772 14.425 8.423
C 6.366 13.781 9.581
C 7.195 12.858 10.173
C 8.428 12.543 9.623
H 11.655 12.992 6.457
H 11.163 14.444 7.494
H 10.169 14.030 6.141
H 8.320 14.720 6.909
H 6.033 14.979 7.815
H 5.313 13.819 9.893
H 6.900 12.291 11.014
H 9.043 11.694 9.968
*
```

orbital gap (spin up / spin down): 5.75 / 5.75 eV
HOMO level (spin up / spin down): -0.1707 / -0.1707 Ha
lowest unoccupied orbital energy (spin up / spin down): 1.103 / 1.101 eV

The max |F| results, record by record, are as follows: 2.68; 3.69; 4.44; 4.60 eV Å⁻¹.